Formula: C29H21NO4PPd
Source: OMol25
Level of theory: the ωB97M-V functional and the def2-TZVPD basis

Its spin multiplicity is 1. As for the charge: +1. Its HOMO energy is -10.60 eV.

Atoms and positions in Å:
Pd  -0.104  -0.159  -0.375
O  -2.924  -1.650  2.977
C  -2.052  -1.207  2.063
O  -2.249  -1.227  0.882
C  -0.793  -0.687  2.720
C  -0.705  -0.606  4.104
C  0.473  -0.143  4.659
C  1.522  0.194  3.817
C  1.357  0.085  2.444
N  0.201  -0.329  1.905
C  2.482  0.406  1.461
O  3.630  0.848  1.968
O  2.363  0.271  0.278
H  -3.711  -1.956  2.500
H  -1.542  -0.905  4.715
H  0.583  -0.060  5.731
H  2.445  0.532  4.266
H  3.624  0.928  2.927
C  1.572  -0.435  -6.632
C  0.650  -1.392  -6.237
C  0.039  -1.302  -4.996
C  0.351  -0.238  -4.151
C  1.283  0.721  -4.550
C  1.891  0.622  -5.789
P  -0.498  -0.033  -2.581
C  -1.154  -1.680  -2.189
C  -0.215  -2.578  -1.666
C  -0.627  -3.816  -1.186
C  -1.968  -4.164  -1.235
C  -2.898  -3.278  -1.766
C  -2.499  -2.038  -2.235
C  -1.841  1.131  -2.708
C  -2.548  1.479  -3.829
C  -3.562  2.451  -3.724
C  -3.801  3.071  -2.528
C  -3.048  2.763  -1.368
C  -3.202  3.468  -0.149
C  -2.377  3.190  0.897
C  -1.395  2.171  0.807
C  -1.235  1.439  -0.339
C  -2.059  1.763  -1.460
H  2.049  -0.514  -7.599
H  0.405  -2.215  -6.894
H  -0.674  -2.056  -4.689
H  1.533  1.544  -3.890
H  2.615  1.365  -6.095
H  0.850  -2.343  -1.699
H  0.105  -4.510  -0.795
H  -2.289  -5.132  -0.876
H  -3.943  -3.556  -1.812
H  -3.230  -1.337  -2.621
H  -2.330  1.018  -4.785
H  -4.136  2.719  -4.600
H  -4.556  3.845  -2.462
H  -3.955  4.241  -0.075
H  -2.470  3.747  1.821
H  -0.780  1.982  1.677

Cartesian forces, eV/Å:
Pd 0.836 0.304 -0.042
O -0.014 0.033 -0.096
C 0.010 0.085 0.130
O 0.042 -0.093 0.062
C 0.046 -0.001 -0.110
C 0.093 -0.008 -0.074
C 0.037 -0.012 -0.057
C -0.157 -0.045 0.093
C -0.001 -0.030 -0.115
N 0.076 -0.018 -0.041
C -0.261 0.008 0.103
O 0.140 0.051 0.015
O -0.082 -0.262 0.017
H -0.012 -0.015 0.037
H -0.004 0.008 0.015
H 0.001 0.012 0.019
H 0.017 -0.006 -0.010
H 0.000 0.023 -0.001
C 0.018 0.013 -0.019
C -0.015 -0.024 0.016
C 0.006 0.017 0.011
C 0.303 0.268 0.081
C -0.016 0.027 0.020
C -0.002 -0.010 0.004
P -0.631 -0.673 0.434
C -0.187 -0.209 -0.362
C 0.052 -0.162 -0.074
C 0.059 0.020 -0.010
C -0.033 0.007 -0.019
C 0.010 -0.016 0.021
C 0.058 0.100 0.032
C 0.040 0.149 -0.131
C -0.018 -0.074 0.038
C 0.009 -0.003 0.013
C -0.003 0.007 -0.026
C -0.063 0.058 -0.020
C 0.020 -0.020 -0.031
C 0.005 0.001 0.035
C 0.065 -0.063 -0.042
C -0.467 0.540 0.037
C 0.100 -0.021 -0.021
H 0.006 0.002 -0.009
H 0.002 -0.002 -0.008
H -0.015 0.000 0.012
H -0.005 0.000 0.015
H 0.006 0.003 -0.009
H -0.040 0.017 0.033
H -0.004 -0.014 0.008
H 0.004 -0.010 0.014
H -0.008 -0.009 -0.006
H -0.001 0.000 -0.012
H 0.009 -0.007 -0.008
H -0.013 0.012 -0.013
H -0.017 0.006 0.004
H -0.014 0.012 0.006
H 0.008 -0.006 0.014
H 0.010 0.026 0.022

---

Formula: C4H13N
Source: OMol25
Level of theory: the ωB97M-V functional and the def2-TZVPD basis

For the energy relative to the best compared isomer or geometry (same formula, charge and spin), the calculation gives 35.8 kcal/mol. Its spin multiplicity is 2. The expectation value of S² is 0.7544. As for the charge: +1. Its HOMO energy (spin up / spin down) is -13.24 / -13.24 eV.

Atoms and positions in Å:
C  -0.263  -3.660  -1.616
C  0.377  -4.690  -0.598
H  -0.967  -4.035  -2.267
H  0.571  -3.125  -2.115
H  -0.756  -2.858  -1.079
H  0.503  -5.800  -0.576
H  1.379  -4.383  -0.299
H  -0.263  -4.490  0.353
C  0.596  2.857  -0.449
C  -0.162  3.450  0.945
N  -0.479  2.352  1.846
H  0.823  1.820  -0.556
H  -0.163  3.003  -1.298
H  1.601  3.410  -0.504
H  0.317  4.376  1.285
H  -1.186  3.871  0.687
H  -0.463  1.432  1.393
H  -1.323  2.568  2.360

Cartesian forces, eV/Å:
C 2.998 0.157 1.403
C -1.392 0.971 2.839
H -1.249 -1.030 -1.676
H -0.597 -0.575 -0.352
H -0.178 -0.046 0.507
H -0.825 0.785 -1.366
H 0.050 0.423 -0.154
H 1.192 -0.679 -1.200
C -0.791 2.980 0.729
C 0.643 -2.388 -2.930
N -0.668 1.875 -1.888
H 0.003 -0.994 0.982
H 1.475 0.509 1.069
H -1.818 -0.648 -0.513
H 0.282 -0.448 0.692
H 0.493 -0.399 0.166
H 0.406 -0.033 0.608
H -0.024 -0.461 1.084

---

Formula: C31H40BrFeN3O2
Source: OMol25
Level of theory: the ωB97M-V functional and the def2-TZVPD basis

For the energy relative to the best compared isomer or geometry (same formula, charge and spin), the calculation gives 13.2 kcal/mol. Its spin multiplicity is 6. The expectation value of S² is 8.8168. As for the charge: +1. Its HOMO energy (spin up / spin down) is -9.74 / -9.73 eV.

Atoms and positions in Å:
Fe  -0.759  -1.362  0.941
C  0.300  -1.101  -2.209
N  -0.720  -1.851  -1.479
C  -2.073  -1.446  -1.879
C  -0.565  -3.277  -1.660
C  -0.764  -3.874  -2.891
C  -0.759  -5.255  -3.027
C  -0.643  -6.046  -1.893
C  -0.399  -5.468  -0.667
C  -0.235  -4.072  -0.534
N  0.155  -3.428  0.600
C  0.810  -4.026  1.621
C  1.535  -5.234  1.500
C  2.032  -5.882  2.606
C  1.845  -5.345  3.872
C  1.252  -4.100  4.008
C  0.795  -3.402  2.903
N  0.411  -2.023  2.987
C  -0.295  -1.626  4.203
C  1.625  -1.214  2.815
H  0.240  -1.262  -3.292
H  1.285  -1.419  -1.867
H  0.178  -0.037  -2.008
H  -2.265  -1.631  -2.941
H  -2.204  -0.381  -1.695
H  -2.806  -2.005  -1.296
H  -0.948  -3.268  -3.766
H  -0.900  -5.705  -3.998
H  -0.742  -7.119  -1.969
H  -0.362  -6.086  0.215
H  1.725  -5.626  0.514
H  2.563  -6.813  2.491
H  2.208  -5.867  4.741
H  1.179  -3.663  4.989
H  0.366  -1.560  5.073
H  -1.097  -2.326  4.418
H  -0.720  -0.634  4.038
H  2.343  -1.417  3.618
H  1.363  -0.158  2.835
H  2.090  -1.454  1.858
C  -2.882  6.026  -0.214
C  -1.957  5.351  -1.233
C  -0.917  6.378  -1.685
C  -2.777  4.912  -2.457
C  -1.322  4.105  -0.651
C  -2.120  3.130  -0.047
C  -1.547  1.958  0.366
Br  -2.640  0.575  1.169
C  -0.172  1.622  0.214
O  0.232  0.450  0.542
C  0.645  2.657  -0.339
C  0.039  3.834  -0.747
C  2.154  2.549  -0.518
C  2.803  3.628  0.365
C  2.502  2.824  -1.991
C  2.738  1.190  -0.133
H  -3.262  6.952  -0.637
H  -2.342  6.263  0.700
H  -3.734  5.403  0.041
H  -1.425  7.257  -2.071
H  -0.291  5.986  -2.482
H  -0.290  6.690  -0.852
H  -3.244  5.783  -2.908
H  -3.555  4.207  -2.178
H  -2.133  4.441  -3.196
H  -3.179  3.275  0.073
H  0.676  4.586  -1.178
H  2.478  4.622  0.066
H  3.885  3.579  0.272
H  2.532  3.476  1.408
H  2.274  3.849  -2.272
H  1.948  2.157  -2.648
H  3.565  2.665  -2.153
H  2.505  0.939  0.898
H  3.820  1.218  -0.239
H  2.353  0.404  -0.776
O  -2.209  -3.621  2.283
C  -2.201  -2.858  1.433

Cartesian forces, eV/Å:
Fe 1.889 1.219 -1.165
C 0.301 0.275 -0.082
N -0.180 -0.206 0.658
C -0.250 0.079 -0.279
C -0.051 0.096 0.127
C -0.034 0.022 -0.004
C -0.014 0.094 0.113
C 0.023 -0.075 0.083
C 0.121 -0.060 0.066
C -0.073 -0.248 -0.659
N -0.095 0.969 0.394
C 0.271 -0.257 0.257
C -0.005 -0.051 -0.035
C 0.006 -0.090 -0.071
C -0.056 -0.029 -0.110
C -0.136 0.240 -0.130
C 0.077 -0.115 0.088
N -0.653 0.068 -0.870
C -0.169 0.143 0.200
C 0.416 0.287 0.060
H -0.085 -0.056 0.055
H 0.006 0.080 -0.002
H 0.042 -0.044 0.052
H 0.026 0.024 0.013
H 0.054 0.019 0.065
H -0.007 0.062 -0.043
H -0.009 0.121 -0.015
H -0.041 -0.027 -0.074
H -0.021 -0.050 0.026
H 0.052 -0.078 0.058
H 0.003 -0.078 -0.046
H 0.097 -0.067 -0.052
H 0.039 -0.061 0.133
H 0.003 0.149 0.128
H 0.037 -0.068 -0.033
H -0.048 -0.030 0.004
H 0.001 -0.028 0.054
H -0.047 -0.031 -0.035
H -0.021 0.010 -0.125
H 0.023 0.114 0.001
C 0.174 -0.052 -0.145
C -0.171 0.067 -0.133
C -0.168 -0.181 0.072
C 0.114 0.240 0.125
C 0.146 -0.328 0.314
C -0.046 0.248 -0.149
C 0.845 -0.241 -0.143
Br 0.050 0.086 -0.034
C -1.102 1.532 -0.432
O 0.088 -2.879 0.881
C -0.462 -0.865 0.334
C -0.432 0.094 0.057
C 0.141 0.144 -0.047
C -0.011 -0.218 -0.142
C 0.047 -0.066 0.225
C 0.031 0.109 0.037
H -0.123 0.128 -0.012
H 0.056 0.045 0.128
H -0.139 -0.099 0.066
H -0.058 0.111 -0.046
H 0.135 -0.016 -0.083
H 0.134 0.058 0.063
H -0.143 0.102 -0.155
H -0.114 -0.089 0.028
H 0.049 -0.055 -0.096
H -0.229 0.072 0.020
H 0.051 0.114 -0.060
H 0.003 0.109 0.039
H 0.165 0.036 0.018
H 0.011 0.019 0.109
H -0.021 0.067 -0.081
H -0.041 -0.082 -0.102
H 0.174 -0.010 -0.052
H 0.028 -0.041 0.024
H 0.181 0.086 -0.080
H -0.010 -0.121 0.004
O -0.648 1.195 -1.775
C -0.195 -1.641 2.419

---

Formula: C50H38N2O2PdS2Se
Source: OMol25
Level of theory: the ωB97M-V functional and the def2-TZVPD basis

For the energy relative to the best compared isomer or geometry (same formula, charge and spin), the calculation gives 26.7 kcal/mol. Its spin multiplicity is 3. The expectation value of S² is 2.0163. As for the charge: 0. Its HOMO energy (spin up / spin down) is -6.88 / -7.23 eV.

Atoms and positions in Å:
Pd  -1.204  0.427  -1.238
C  -1.517  0.953  7.343
C  -1.453  1.087  5.850
C  -2.557  0.803  5.053
C  -2.481  0.914  3.674
C  -1.293  1.316  3.088
C  -0.196  1.634  3.865
C  -0.274  1.505  5.238
S  -1.187  1.402  1.264
O  -0.158  2.396  0.966
C  -0.426  -0.261  1.196
C  -1.368  -1.313  1.247
C  -0.963  -2.611  1.105
C  0.405  -2.919  0.912
C  0.835  -4.219  0.581
C  2.158  -4.485  0.363
C  3.113  -3.470  0.517
C  2.732  -2.196  0.838
C  1.366  -1.878  0.997
C  0.924  -0.529  1.147
C  1.940  0.542  1.153
C  2.773  0.738  2.284
C  2.636  -0.037  3.459
C  3.462  0.174  4.527
C  4.453  1.168  4.478
C  4.592  1.947  3.364
C  3.768  1.753  2.236
C  3.904  2.538  1.071
C  3.088  2.326  -0.002
C  2.118  1.323  0.040
S  1.004  1.156  -1.374
O  1.416  2.162  -2.338
C  1.720  -0.421  -1.914
C  0.941  -1.564  -1.833
C  1.460  -2.778  -2.245
C  2.764  -2.867  -2.715
C  3.350  -4.177  -3.143
C  3.526  -1.705  -2.798
C  3.010  -0.485  -2.407
H  -2.536  0.795  7.685
H  -1.128  1.845  7.829
H  -0.910  0.111  7.674
H  -3.486  0.494  5.513
H  -3.344  0.706  3.056
H  0.701  1.991  3.382
H  0.593  1.734  5.842
H  -2.403  -1.050  1.425
H  -1.685  -3.416  1.120
H  0.087  -4.989  0.452
H  2.474  -5.472  0.057
H  4.156  -3.695  0.365
H  3.467  -1.410  0.936
H  1.869  -0.798  3.505
H  3.358  -0.423  5.422
H  5.113  1.305  5.322
H  5.343  2.724  3.333
H  4.653  3.316  1.041
H  3.156  2.912  -0.904
H  -0.095  -1.512  -1.457
H  0.842  -3.661  -2.204
H  2.697  -5.006  -2.885
H  4.316  -4.335  -2.667
H  3.511  -4.183  -4.220
H  4.532  -1.754  -3.186
H  3.587  0.427  -2.485
C  -4.674  -2.382  -1.474
C  -5.753  -1.512  -1.572
C  -5.545  -0.156  -1.405
C  -4.260  0.316  -1.128
N  -3.240  -0.548  -0.973
C  -3.438  -1.848  -1.166
C  -3.909  1.736  -1.046
C  -4.831  2.732  -0.715
C  -4.437  4.056  -0.688
C  -3.132  4.414  -0.993
C  -2.199  3.437  -1.322
C  -2.594  2.113  -1.355
H  -4.787  -3.443  -1.632
H  -6.742  -1.884  -1.791
H  -6.363  0.539  -1.512
H  -2.565  -2.481  -1.049
H  -5.843  2.461  -0.446
H  -5.161  4.817  -0.428
H  -2.837  5.455  -0.976
H  -1.175  3.720  -1.552
Se  -1.576  -0.444  -3.736
C  -0.747  0.510  -5.157
C  0.039  -0.159  -6.093
C  0.519  0.557  -7.176
N  0.276  1.842  -7.375
C  -0.453  2.475  -6.469
C  -0.985  1.867  -5.347
H  0.250  -1.213  -5.976
H  1.126  0.078  -7.937
H  -0.633  3.522  -6.678
H  -1.578  2.413  -4.628

Cartesian forces, eV/Å:
Pd -1.418 0.333 -1.022
C 0.033 -0.009 0.022
C -0.089 -0.006 -0.022
C 0.088 -0.031 0.038
C 0.027 0.052 -0.128
C -0.363 0.099 -0.297
C 0.117 0.105 -0.097
C -0.098 -0.003 -0.112
S -0.207 -0.792 1.792
O 0.391 1.042 -0.041
C 0.222 -0.153 0.199
C 0.079 -0.439 0.179
C -0.122 0.396 0.080
C 0.195 0.243 0.063
C 0.085 -0.121 0.044
C -0.257 -0.118 0.091
C 0.094 0.253 0.159
C 0.131 -0.115 -0.047
C -0.384 -0.185 0.153
C -0.396 0.024 0.130
C 0.203 0.239 -0.320
C 0.188 0.213 -0.172
C 0.133 -0.079 0.211
C -0.241 -0.198 -0.076
C 0.208 0.241 -0.140
C 0.120 -0.066 0.292
C -0.254 -0.164 -0.033
C -0.141 -0.105 -0.078
C 0.107 0.211 -0.244
C -0.460 -0.197 0.614
S 1.236 -1.515 -0.406
O 0.083 1.063 -0.547
C -0.493 -0.047 0.144
C -0.191 0.052 -0.075
C 0.098 0.068 -0.186
C -0.158 0.135 -0.024
C -0.006 0.036 -0.023
C 0.000 0.087 -0.024
C -0.029 0.193 0.037
H -0.068 -0.031 0.035
H 0.017 0.066 0.048
H 0.013 -0.072 0.064
H -0.042 -0.003 0.049
H -0.086 -0.024 -0.029
H 0.116 0.045 -0.003
H 0.094 0.059 0.086
H -0.029 -0.169 -0.149
H -0.075 -0.071 0.021
H -0.054 -0.137 0.052
H 0.011 -0.115 0.035
H 0.145 -0.006 -0.032
H 0.064 -0.033 -0.068
H -0.016 -0.005 0.013
H -0.040 -0.075 0.044
H 0.011 0.067 0.071
H 0.089 0.061 -0.032
H 0.075 0.049 0.002
H 0.057 0.200 -0.113
H 0.641 -0.178 -0.201
H -0.046 -0.126 0.007
H -0.064 -0.104 -0.004
H 0.109 -0.060 0.041
H 0.019 -0.083 -0.103
H 0.148 -0.025 -0.031
H 0.119 0.035 -0.038
C -0.013 0.100 0.075
C 0.189 0.089 0.045
C 0.053 -0.051 0.115
C 0.005 -0.299 0.063
N 0.087 0.267 -0.487
C -0.142 -0.246 0.031
C 0.276 0.716 -0.247
C 0.098 -0.377 -0.048
C -0.153 0.246 0.060
C 0.042 -0.032 -0.097
C -0.151 0.151 -0.129
C 0.455 -0.733 0.285
H 0.004 -0.072 0.004
H -0.093 -0.046 -0.065
H -0.002 0.066 -0.037
H -0.053 0.005 -0.084
H -0.130 0.047 0.001
H 0.007 0.037 0.032
H -0.008 0.056 0.030
H -0.071 -0.077 0.055
Se -0.229 -0.049 0.265
C 0.056 0.051 0.177
C -0.120 0.031 0.174
C 0.067 -0.248 -0.075
N 0.226 0.192 -0.366
C -0.150 0.178 0.111
C 0.057 -0.108 0.063
H 0.054 -0.005 -0.014
H 0.015 -0.128 0.041
H -0.056 0.123 0.136
H -0.056 0.103 -0.014

---

These records have total energy values of -1942.496114; -214.541814; -5357.512684; -5513.740477 Eh, in the order they appear.